(1)
This record from the Open Molecules 2025 dataset describes a structure of composition C4H3OTm in a non-equilibrium geometry. The level of theory is ωB97M-V/def2-TZVPD.

Results
Expectation value of S²: 2.007
E_LUMO (alpha / beta) in eV: -9.7 / -10.1
Energy above the lowest of the compared OMol25 structures with the same formula, charge and spin in eV: 0.871
Orbital gap (alpha / beta) in Ha: 0.2694 / 0.2835
E_tot in eV: -35749.8027

```
! RIJCOSX wB97M-V def2-TZVPD def2/J DEFGRID3
* xyz 2 3
C 0.968 -0.511 -1.512
C 0.806 -0.670 -0.117
C -0.272 0.066 -0.177
C -1.197 0.694 0.635
O -1.050 0.737 1.911
Tm 0.578 -0.163 3.095
H 1.702 0.208 -1.890
H 0.656 -1.315 -2.185
H -2.191 0.953 0.241
*
```



(2)
This record from the Open Molecules 2025 dataset describes a cluster of 2 separate species, C4H4 in total in a non-equilibrium geometry. The level of theory is ωB97M-V/def2-TZVPD.

Results
E_LUMO (alpha / beta) in eV: -1.3 / -1.7
Energy above the lowest of the compared OMol25 structures with the same formula, charge and spin in eV: 6.295
Orbital gap (alpha / beta) in Ha: 0.2777 / 0.2597
E_tot in eV: -4203.8631

```
! RIJCOSX wB97M-V def2-TZVPD def2/J DEFGRID3
* xyz 0 1
C -2.727 0.632 -0.289
C -1.728 -0.117 -0.030
C -0.787 -0.910 0.224
C 1.301 0.573 -0.025
H -0.570 -1.892 0.599
H 1.606 1.080 0.860
H 1.122 0.996 -1.097
H 1.782 -0.363 -0.242
*
```



(3)
This record from the Open Molecules 2025 dataset describes a cluster of 15 separate species, C4H40N2O14 in total in a non-equilibrium geometry. The level of theory is ωB97M-V/def2-TZVPD.

Results
E_LUMO in eV: -0.2
Energy above the lowest of the compared OMol25 structures with the same formula, charge and spin in eV: 6.662
Orbital gap in Ha: 0.3239
E_tot in eV: -36437.8363

```
! RIJCOSX wB97M-V def2-TZVPD def2/J DEFGRID3
* xyz 0 1
C 0.926 0.973 3.256
C 2.312 0.622 2.563
C 2.125 0.249 1.060
C 0.831 -0.591 -0.746
N 1.037 -0.641 0.714
N 0.396 2.402 3.127
H 0.062 0.283 2.827
H 1.102 0.842 4.433
H 2.744 -0.230 3.062
H 3.008 1.540 2.653
H 2.127 1.217 0.493
H 3.109 -0.077 0.632
H 0.969 0.538 -1.056
H -0.219 -0.946 -0.836
H 1.389 -1.246 -1.253
H 1.131 -1.534 1.109
H 1.200 3.091 3.370
H 0.074 2.600 2.117
H -2.184 -3.694 0.633
H -2.439 -4.094 -0.875
O -2.078 -3.491 -0.405
H 0.853 -4.804 0.682
H 1.814 -3.573 0.919
O 1.704 -4.349 0.360
H 1.842 -0.302 -3.338
H 2.321 -1.865 -3.316
O 1.631 -1.121 -3.311
H -1.399 3.647 0.353
H -0.960 2.268 0.531
O -0.614 3.113 0.039
H -2.238 0.423 2.942
H -1.855 0.062 4.333
O -2.383 -0.309 3.601
H -0.395 -2.302 1.112
H -1.332 -1.817 2.268
O -1.119 -2.672 1.704
H -1.399 -0.106 -3.751
H -0.666 1.088 -4.551
O -1.361 0.798 -4.033
H -2.010 0.532 0.504
H -0.565 0.532 1.226
O -1.492 0.885 1.255
H -0.538 3.081 -1.700
H -0.485 1.801 -2.419
O 0.072 2.582 -2.195
H 2.871 3.902 -0.108
H 1.417 3.574 0.359
O 2.275 3.812 0.591
H -0.488 -2.900 -3.364
H -0.327 -3.492 -2.022
O -0.856 -3.147 -2.658
H 3.718 0.943 -1.983
H 2.378 1.391 -2.363
O 3.010 1.429 -1.622
H -4.313 -1.480 0.282
H -3.051 -1.927 -0.394
O -3.733 -1.336 -0.378
H -3.273 0.622 -1.671
H -3.291 1.655 -2.864
O -3.381 1.550 -1.896
*
```



(4)
This record from the Open Molecules 2025 dataset describes a cluster of 15 separate species, C4H40N2O14S in total in a non-equilibrium geometry. The level of theory is ωB97M-V/def2-TZVPD.

Results
E_LUMO in eV: -0.1
Energy above the lowest of the compared OMol25 structures with the same formula, charge and spin in eV: 1.454
Orbital gap in Ha: 0.3286
E_tot in eV: -47277.2186

```
! RIJCOSX wB97M-V def2-TZVPD def2/J DEFGRID3
* xyz 0 1
C 0.129 -1.540 0.326
N -0.076 -0.727 1.533
C -0.238 -1.452 2.837
N -1.302 -0.916 3.638
C -0.863 -1.032 -0.696
C -0.609 -1.384 -2.137
S -0.949 -3.078 -2.821
H 1.175 -1.643 0.028
H -0.095 -2.596 0.527
H 0.664 -0.040 1.599
H 0.685 -1.173 3.355
H -0.141 -2.531 2.754
H -1.028 -0.110 4.171
H -2.118 -0.730 3.068
H -1.801 -1.479 -0.380
H -0.996 0.046 -0.729
H -1.157 -0.722 -2.835
H 0.420 -1.200 -2.434
H -0.999 -3.577 -1.558
H 0.079 2.980 -0.501
H -0.083 3.719 -1.810
O 0.394 2.978 -1.421
H 1.917 3.073 2.426
H 1.557 3.143 3.853
O 1.644 3.715 3.084
H 1.853 -1.296 -2.868
H 2.488 -1.129 -1.540
O 2.727 -1.175 -2.474
H -0.875 1.983 -2.976
H -1.549 2.160 -4.287
O -1.368 1.471 -3.636
H -2.797 0.926 -1.731
H -3.002 1.120 -0.260
O -3.365 0.611 -1.022
H -4.534 -1.499 -1.263
H -3.736 -2.235 -2.242
O -3.978 -2.280 -1.315
H 0.074 4.260 1.996
H -0.174 2.742 1.550
O -0.270 3.669 1.331
H 4.726 1.081 -1.641
H 3.231 1.085 -1.905
O 3.890 1.355 -1.245
H -3.264 -0.988 0.478
H -4.594 -1.261 1.247
O -3.656 -1.095 1.352
H 3.569 0.460 0.036
H 4.223 -0.714 0.357
O 3.544 -0.192 0.817
H -1.658 0.631 1.495
H -2.952 1.532 1.682
O -2.095 1.479 1.248
H 2.209 0.379 3.334
H 2.989 0.807 2.131
O 2.506 1.185 2.895
H 2.766 -1.368 1.840
H 3.504 -2.436 2.510
O 2.592 -2.159 2.385
H -0.278 -0.505 -5.071
H 0.531 -1.646 -4.527
O 0.513 -0.680 -4.557
*
```



(5)
This record from the Open Molecules 2025 dataset describes a cluster of 15 separate species, C4H40N2O14S in total in a non-equilibrium geometry. The level of theory is ωB97M-V/def2-TZVPD.

Results
E_LUMO in eV: 0.0
Energy above the lowest of the compared OMol25 structures with the same formula, charge and spin in eV: 0.000
Orbital gap in Ha: 0.3448
E_tot in eV: -47278.6728

```
! RIJCOSX wB97M-V def2-TZVPD def2/J DEFGRID3
* xyz 0 1
C 0.990 1.323 0.771
N 0.241 0.670 1.923
C 0.342 1.457 3.177
N -0.276 0.735 4.265
C 1.163 0.299 -0.350
C 1.507 0.993 -1.642
S 3.359 1.214 -1.738
H 0.511 2.232 0.433
H 1.958 1.638 1.227
H -0.736 0.668 1.636
H -0.135 2.446 3.010
H 1.362 1.787 3.334
H -1.280 0.820 4.276
H 0.051 -0.208 4.448
H 1.838 -0.500 -0.086
H 0.132 -0.076 -0.468
H 1.441 0.337 -2.503
H 0.894 1.855 -1.913
H 3.701 2.444 -1.293
H -1.908 -2.217 -0.313
H -3.241 -1.492 -0.967
O -2.316 -1.762 -1.063
H -3.512 0.534 -1.439
H -5.075 0.300 -1.497
O -4.291 0.181 -0.957
H -0.590 -0.889 -4.292
H -1.843 -0.796 -5.155
O -1.223 -0.247 -4.665
H 0.736 -3.056 0.026
H 1.075 -4.023 -1.125
O 0.959 -3.091 -0.916
H 3.155 -2.615 -1.268
H 3.857 -2.690 0.112
O 3.542 -3.226 -0.639
H 4.816 -0.992 1.457
H 3.458 -0.658 1.076
O 3.956 -1.434 1.370
H -2.170 -3.422 2.424
H -0.808 -2.863 2.150
O -1.594 -3.212 1.680
H -1.887 -0.308 -2.033
H -1.776 0.461 -3.330
O -2.081 0.601 -2.384
H 3.767 -1.967 3.324
H 2.754 -0.887 3.836
O 2.991 -1.826 3.868
H -2.174 2.189 -2.005
H -3.114 3.218 -2.582
O -2.466 3.128 -1.876
H 0.653 -0.988 2.228
H 1.401 -2.284 3.025
O 0.737 -1.964 2.385
H -3.680 3.860 0.583
H -2.373 3.529 -0.068
O -2.735 3.877 0.767
H -0.891 4.112 -1.261
H -0.609 5.152 -0.176
O -0.265 4.815 -1.019
H -1.519 -2.485 -2.666
H -0.148 -2.428 -2.135
O -0.630 -2.270 -2.984
*
```



(6)
This record from the Open Molecules 2025 dataset describes a cluster of 17 separate species, C4H40O17 in total in a non-equilibrium geometry. The level of theory is ωB97M-V/def2-TZVPD.

Results
E_LUMO in eV: -0.2
Energy above the lowest of the compared OMol25 structures with the same formula, charge and spin in eV: 0.253
Orbital gap in Ha: 0.3278
E_tot in eV: -39604.7589

```
! RIJCOSX wB97M-V def2-TZVPD def2/J DEFGRID3
* xyz 0 1
C 0.361 0.012 0.990
C -2.597 -0.589 -1.464
O -3.318 0.273 -2.332
C -1.628 0.135 -0.508
C -0.671 -0.552 0.083
H 1.297 -0.455 0.576
H 0.525 1.087 0.913
H 0.208 -0.108 2.071
H -3.387 -1.169 -0.955
H -2.012 -1.396 -1.946
H -3.443 1.181 -2.028
H -1.844 1.200 -0.509
H -0.691 -1.656 0.057
H 4.218 -1.438 -1.773
H 2.693 -1.743 -2.408
O 3.388 -1.906 -1.705
H 0.160 4.010 -1.610
H 0.080 3.223 -0.314
O -0.017 3.120 -1.288
H -1.993 1.303 -3.151
H -1.294 2.523 -2.571
O -1.290 1.944 -3.355
H 0.808 1.998 -2.612
H 1.510 1.472 -3.811
O 1.422 1.264 -2.864
H 1.032 -2.125 3.115
H 0.631 -2.992 1.965
O 0.247 -2.508 2.710
H -0.949 3.320 1.629
H 0.500 3.298 2.039
O -0.094 3.694 1.356
H 0.551 -2.053 -2.556
H 1.138 -0.707 -3.012
O 1.217 -1.666 -3.150
H 3.504 -3.455 0.709
H 2.660 -2.730 -0.312
O 2.583 -3.260 0.522
H -2.663 2.526 0.292
H -2.184 3.745 -0.425
O -2.712 2.953 -0.578
H 1.757 2.870 4.075
H 0.732 1.790 3.580
O 1.379 2.484 3.285
H -0.962 -1.328 2.504
H -2.358 -1.044 1.968
O -1.651 -0.617 2.463
H -1.963 1.110 1.953
H -2.084 2.438 2.716
O -2.471 1.957 1.972
H -0.893 0.390 4.009
H -1.425 1.810 4.604
O -0.691 1.301 4.266
H 3.054 0.348 -1.225
H 3.311 1.645 -1.965
O 3.759 0.907 -1.547
H 0.518 -5.597 0.717
H 1.592 -4.616 0.243
O 1.026 -5.369 -0.064
H -0.681 -4.285 -2.410
H 0.336 -4.239 -1.161
O -0.230 -3.732 -1.773
*
```



(7)
This record from the Open Molecules 2025 dataset describes a cluster of 16 separate species, C4H42N2O15 in total in a non-equilibrium geometry. The level of theory is ωB97M-V/def2-TZVPD.

Results
E_LUMO in eV: -5.7
Energy above the lowest of the compared OMol25 structures with the same formula, charge and spin in eV: 1.395
Orbital gap in Ha: 0.3702
E_tot in eV: -38508.8930

```
! RIJCOSX wB97M-V def2-TZVPD def2/J DEFGRID3
* xyz 2 1
C 0.728 0.299 -0.844
C -0.290 1.138 -0.119
C 0.062 1.156 1.390
C -1.250 2.157 3.150
N -1.217 1.437 2.114
N 0.594 -0.110 -2.238
H 1.746 0.731 -0.826
H 0.911 -0.658 -0.308
H -0.249 2.157 -0.529
H -1.232 0.719 -0.364
H 0.512 0.180 1.776
H 0.763 2.004 1.529
H -0.356 2.778 3.530
H -2.194 2.321 3.674
H -2.027 0.914 1.767
H 0.041 0.583 -2.753
H -0.037 -1.005 -2.223
H 1.386 -0.577 -2.680
H 0.150 -2.163 4.436
H -0.306 -1.013 5.429
O 0.232 -1.232 4.668
H -0.083 -2.720 -0.685
H 1.228 -2.586 -1.507
O 0.209 -2.495 -1.599
H 3.371 0.636 1.634
H 3.433 0.535 3.059
O 2.911 0.132 2.330
H -2.090 3.951 -3.108
H -2.381 2.595 -3.724
O -2.019 3.006 -2.908
H 2.583 -1.810 2.209
H 3.115 -2.582 3.434
O 2.547 -2.686 2.668
H -2.232 4.285 0.383
H -3.014 3.147 1.002
O -2.141 3.374 0.673
H -1.759 -2.458 1.137
H -0.497 -3.073 1.753
O -0.832 -2.643 0.940
H -3.200 -0.691 0.129
H -3.953 0.687 0.099
O -3.153 0.261 0.417
H 2.738 -4.015 -1.889
H 3.225 -3.322 -0.631
O 2.743 -3.150 -1.455
H 0.842 -3.768 3.654
H -0.653 -4.349 3.796
O -0.078 -3.682 3.379
H -3.787 -0.525 -3.485
H -2.425 -0.187 -3.533
O -3.261 0.254 -3.719
H 0.235 2.110 -4.383
H -0.362 3.035 -3.315
O 0.462 2.534 -3.552
H -4.360 -2.547 -0.966
H -2.856 -2.596 -1.214
O -3.590 -1.972 -0.991
H 3.648 2.696 -3.137
H 2.150 2.417 -2.755
O 3.039 2.046 -2.780
H 4.804 1.220 -0.419
H 3.585 1.616 -1.248
O 3.889 1.510 -0.276
*
```



(8)
This record from the Open Molecules 2025 dataset describes a structure of composition C4H4AgO3 in a non-equilibrium geometry. The level of theory is ωB97M-V/def2-TZVPD.

Results
Expectation value of S²: 0.759
E_LUMO (alpha / beta) in eV: -1.9 / -2.0
Orbital gap (alpha / beta) in Ha: 0.2704 / 0.2670
E_tot in eV: -14350.0398

```
! RIJCOSX wB97M-V def2-TZVPD def2/J DEFGRID3
* xyz 0 2
O -0.295 1.307 0.884
C -1.501 1.673 0.779
O -1.861 2.871 0.678
O -2.400 0.757 0.752
Ag 0.381 3.607 0.988
C 0.830 -1.526 -0.592
C 0.819 -1.317 -1.884
C 0.776 -1.569 0.723
H 0.547 -0.341 -2.295
H 1.131 -2.097 -2.583
H -0.098 -1.987 1.229
H 1.671 -1.380 1.321
*
```



(9)
This record from the Open Molecules 2025 dataset describes a structure of composition C4H4AgO5 in a non-equilibrium geometry. The level of theory is ωB97M-V/def2-TZVPD.

Results
E_LUMO in eV: 3.6
Energy above the lowest of the compared OMol25 structures with the same formula, charge and spin in eV: 0.000
Orbital gap in Ha: 0.2933
E_tot in eV: -18449.5114

```
! RIJCOSX wB97M-V def2-TZVPD def2/J DEFGRID3
* xyz -1 1
O 1.428 1.482 0.245
C 2.079 0.570 -0.330
O 3.192 0.663 -0.853
O 1.541 -0.693 -0.353
O -1.286 0.319 -0.508
C -2.406 0.820 0.248
O -2.323 2.054 0.245
C -0.881 -1.011 -0.273
C 0.443 -1.055 0.470
Ag -0.374 2.405 -0.138
H -0.789 -1.533 -1.237
H -1.647 -1.520 0.333
H 0.634 -2.089 0.790
H 0.391 -0.411 1.360
*
```



(10)
This record from the Open Molecules 2025 dataset describes a cluster of 2 separate species, C4H4Br2ClN in total in a non-equilibrium geometry. The level of theory is ωB97M-V/def2-TZVPD.

Results
E_LUMO in eV: -0.9
Energy above the lowest of the compared OMol25 structures with the same formula, charge and spin in eV: 4.296
Orbital gap in Ha: 0.2431
E_tot in eV: -158305.6017

```
! RIJCOSX wB97M-V def2-TZVPD def2/J DEFGRID3
* xyz 0 1
C -1.512 -0.984 0.309
C 0.412 -0.336 -0.873
C 0.472 0.585 1.442
C 1.115 0.235 0.298
N -0.706 -1.141 -0.575
Cl -1.200 0.527 1.505
Br -1.324 2.271 -1.860
Br 3.018 0.359 0.054
H -2.171 -1.782 0.700
H -0.135 0.341 -1.634
H 1.039 -0.886 -1.650
H 0.991 0.809 2.283
*
```



Question: What is the formula in the tenth record?
Answer: C4H4Br2ClN



Question: What is the formula in the second record?
Answer: C4H4